--- 1 ---
2 unconnected molecules or ions with the total composition C7H14N2, computed with ωB97M-V/def2-TZVPD.

Results
- SMILES string = Cc1c[nH]cn1.CCC
- HOMO level (eV) = -8.8
- HOMO-LUMO gap (eV) = 9.68
- 2S+1 = 1
- total charge = 0

Cartesian coordinates (Å):
C: -2.59787 0.00551 -0.23642
C: -0.75536 1.61031 -1.08723
C: -1.45686 0.45056 -1.06337
C: 0.07350 0.13800 -2.54341
N: 0.21486 1.42067 -2.11011
N: -0.94587 -0.46541 -1.97560
H: -0.85616 2.62427 -0.81901
H: 0.88155 2.15456 -2.24059
H: -3.19025 0.81375 0.17088
H: -2.38894 -0.67005 0.57809
H: 0.83725 -0.37642 -3.08176
H: -3.34285 -0.60784 -0.81787
C: 1.43815 -0.19263 1.84300
C: 1.95476 -0.47127 0.45095
C: 0.29286 -1.18679 2.06046
H: 2.32698 -0.66737 2.36749
H: 1.37145 0.81376 2.20705
H: 2.21437 -1.52807 0.05423
H: -0.42395 -1.21373 1.22071
H: 0.49450 -2.17146 2.39397
H: 2.83543 0.21622 0.34240
H: 1.36850 -0.15490 -0.44932
H: -0.34607 -0.54166 2.73548

=====

--- 2 ---
A molecular structure, C7H14N2, computed with ωB97M-V/def2-TZVPD.

Results
- HOMO level (eV) = -8.0
- HOMO-LUMO gap (eV) = 8.72
- 2S+1 = 1
- total charge = 0

Cartesian coordinates (Å):
C: 0.60351 1.32918 2.32652
C: 0.57102 0.38045 1.18395
C: -0.19548 -0.92950 1.16262
C: -0.55250 -1.14653 -0.28089
C: -1.66489 -0.23645 -0.88226
C: -0.28338 0.27976 -1.07516
C: 0.31626 1.21249 -0.16116
H: -0.29812 2.08277 2.35626
H: 0.71452 0.67375 3.24934
H: 1.43815 2.06120 2.24005
H: 1.55521 0.06176 0.83972
H: -1.09860 -0.84309 1.91295
H: 0.47539 -1.75164 1.39210
H: -0.08289 -3.20711 -0.87320
H: 1.12003 -1.99237 -1.71240
H: -2.00934 -0.50863 -1.97440
H: -2.33315 0.10120 -0.12766
H: 1.04032 1.00793 -2.86567
H: 0.10085 -0.67604 -2.77497
H: 1.35344 1.83904 -0.16963
H: -0.63611 2.00158 -0.05210
N: -0.11335 -2.18900 -1.19717
N: -0.02088 0.44925 -2.51684

=====

How do the structures above rank in stability at the extremes? 1 comes first and 2 comes last.